# 1
Density functional theory data (ωB97M-V with the def2-TZVPD basis set) for a single C3H7N5O molecule in a non-equilibrium geometry.

Structure (SMILES): N/N=c1\[nH]cc(N)n1O
Energy above the lowest of the compared OMol25 structures with the same formula, charge and spin, kJ/mol: 338.38

```
! RIJCOSX wB97M-V def2-TZVPD def2/J DEFGRID3
* xyz 0 1
N -2.891 0.237 0.297
N -1.871 -0.739 -0.074
C -0.803 -0.034 -0.300
N -0.457 1.318 -0.183
C 0.860 1.559 0.107
C 1.445 0.364 -0.004
N 2.794 -0.037 0.108
N 0.503 -0.568 -0.416
O 0.668 -1.845 0.037
H -3.623 0.016 -0.431
H -3.310 -0.201 1.111
H -1.230 1.981 0.088
H 1.329 2.510 0.019
H 2.817 -1.015 0.426
H 3.185 0.562 0.841
H -0.066 -1.901 0.709
*
```

Löwdin population analysis, charges in e, atoms 1 to 6:
1. N -0.044
2. N -0.018
3. C -0.342
4. N 0.052
5. C -0.078
6. C -0.342


# 2
Density functional theory data (ωB97M-V with the def2-TZVPD basis set) for C23H25FN4O2 as an isolated structure in a non-equilibrium geometry.

Energy above the lowest of the compared OMol25 structures with the same formula, charge and spin, kJ/mol: 2319.89

```
! RIJCOSX wB97M-V def2-TZVPD def2/J DEFGRID3
* xyz 0 1
C -7.145 -1.475 -0.337
N -5.677 -1.248 -0.056
C -4.741 -2.058 0.278
C -3.687 -1.493 0.567
C -4.057 -0.282 0.211
N -5.400 -0.095 0.024
C -3.299 0.933 0.644
C -3.122 2.002 -0.682
C -2.306 3.098 -0.584
C -1.451 3.214 0.640
C -1.642 2.560 1.717
C -2.537 1.371 1.510
H -2.484 0.396 2.319
H -0.967 2.596 2.625
H -0.832 4.091 0.585
H -2.268 3.721 -1.200
F -3.771 1.636 -1.643
C -2.455 -2.068 1.089
N -1.233 -1.096 0.422
C -0.086 -1.422 1.219
C 0.899 -0.428 0.536
N 0.968 -0.403 -0.660
C -0.208 -0.144 -1.382
C -1.272 -1.244 -0.779
H -2.183 -0.926 -1.653
H -0.788 -2.278 -1.272
H -0.078 -0.526 -2.524
H -0.547 0.911 -1.230
C 2.023 0.383 -1.187
C 3.511 -0.040 -0.779
C 3.854 -1.226 -0.986
C 5.070 -1.809 -0.674
C 6.013 -0.799 -0.058
C 5.602 0.378 -0.012
C 4.346 0.882 -0.361
H 4.157 2.193 -0.249
O 6.706 1.232 0.338
C 7.713 0.312 0.993
O 7.254 -0.953 0.381
H 7.883 0.427 1.887
H 8.672 0.489 0.278
H 5.242 -2.749 -0.373
H 3.017 -2.084 -1.276
H 2.020 0.259 -2.367
H 1.798 1.518 -1.048
H 2.077 -0.675 1.069
H 0.671 0.465 0.982
H -0.030 -1.550 2.226
H 0.349 -2.384 0.741
H -2.475 -1.939 2.151
H -2.321 -3.022 0.634
H -5.093 -3.155 0.280
H -7.439 -0.458 -0.809
H -7.692 -1.974 0.516
H -7.134 -2.236 -1.148
*
```

Löwdin population analysis, charges in e, atoms 1 to 6:
1. C 0.028
2. N -0.248
3. C -0.125
4. C -0.268
5. C -0.217
6. N 0.166


# 3
Density functional theory data (ωB97M-V with the def2-TZVPD basis set) for C6H15NO as an isolated structure in a non-equilibrium geometry.

Energy above the lowest of the compared OMol25 structures with the same formula, charge and spin, kJ/mol: 516.25

```
! RIJCOSX wB97M-V def2-TZVPD def2/J DEFGRID3
* xyz 0 1
C 1.873 -0.198 -0.980
C 0.975 0.793 -0.210
C 1.141 0.792 1.296
N 1.902 -1.573 -0.534
H 0.954 -1.946 -0.522
H 2.271 -1.647 0.407
H 2.893 0.204 -0.925
H 1.576 -0.178 -2.032
H 1.235 1.788 -0.580
H -0.280 -0.165 -0.190
H 0.813 -0.163 1.712
H 2.193 0.942 1.545
H 0.579 1.606 1.755
C -2.168 -1.519 0.371
C -0.795 0.985 -0.836
C -1.673 1.659 -0.113
O -1.007 -1.271 -0.352
H -0.773 0.868 -1.907
H -1.956 -1.733 1.433
H -2.874 -0.671 0.339
H -2.707 -2.384 -0.045
H -2.537 2.096 -0.595
H -1.635 1.714 0.964
*
```

Löwdin population analysis, charges in e, atoms 1 to 6:
1. C -0.270
2. C -0.271
3. C -0.075
4. N 0.005
5. H 0.050
6. H 0.064


> energy above the lowest of the compared OMol25 structures with the same formula, charge and spin of number 2 (C23H25FN4O2)?

2319.89 kJ/mol


What did the first record say?
Density functional theory data (ωB97M-V with the def2-TZVPD basis set) for a single C3H7N5O molecule in a non-equilibrium geometry.

Structure (SMILES): N/N=c1\[nH]cc(N)n1O
Energy above the lowest of the compared OMol25 structures with the same formula, charge and spin, kJ/mol: 338.38

```
! RIJCOSX wB97M-V def2-TZVPD def2/J DEFGRID3
* xyz 0 1
N -2.891 0.237 0.297
N -1.871 -0.739 -0.074
C -0.803 -0.034 -0.300
N -0.457 1.318 -0.183
C 0.860 1.559 0.107
C 1.445 0.364 -0.004
N 2.794 -0.037 0.108
N 0.503 -0.568 -0.416
O 0.668 -1.845 0.037
H -3.623 0.016 -0.431
H -3.310 -0.201 1.111
H -1.230 1.981 0.088
H 1.329 2.510 0.019
H 2.817 -1.015 0.426
H 3.185 0.562 0.841
H -0.066 -1.901 0.709
*
```

Löwdin population analysis, charges in e, atoms 1 to 6:
1. N -0.044
2. N -0.018
3. C -0.342
4. N 0.052
5. C -0.078
6. C -0.342


> Which value of energy above the lowest of the compared OMol25 structures with the same formula, charge and spin does entry 1 give?

338.38 kJ/mol